(1)
Density functional theory data (ωB97M-V/def2-TZVPD) for 20 unconnected molecules or ions with the total composition C24H43Br2Cl38F3O3 at a distorted geometry.

Last column: Löwdin charge in e.
Element x y z (Å)
O 0.39 1.53 -0.23  -0.001
C -0.58 0.85 0.43  -0.270
O -1.70 0.35 -0.41  -0.082
O -0.55 0.64 1.90  -0.091
C -0.43 -0.82 2.19  -0.178
C 1.03 -1.30 1.61  -0.144
C 1.82 -2.40 2.54  -0.608
F 1.07 -2.89 3.72  -0.097
Br 2.22 -3.98 1.31  0.706
C 3.32 -1.84 3.02  -0.627
F 3.92 -3.00 3.77  -0.119
F 4.19 -1.48 1.85  -0.084
Br 3.13 -0.20 4.16  0.757
H -1.30 0.19 -1.31  0.097
H -1.30 -1.33 1.56  0.063
H -0.59 -0.97 3.34  0.027
H 1.74 -0.35 1.47  0.139
H 0.85 -1.77 0.54  0.087
C 1.10 -5.20 6.07  -1.033
Cl -0.27 -5.75 5.09  0.504
Cl 2.13 -6.55 6.54  0.490
H 1.69 -4.48 5.49  -0.017
H 0.71 -4.72 6.97  0.035
C -4.14 1.75 -2.47  -1.005
Cl -3.02 0.98 -3.60  0.522
Cl -4.25 3.49 -2.78  0.539
H -5.13 1.31 -2.60  0.034
H -3.79 1.59 -1.45  0.014
C -5.75 2.92 -6.13  -1.024
Cl -7.34 3.37 -5.50  0.515
Cl -5.34 3.86 -7.57  0.506
H -5.00 3.12 -5.36  -0.031
H -5.75 1.86 -6.38  -0.017
C 4.87 -4.35 8.02  -1.054
Cl 4.02 -3.27 6.90  0.543
Cl 4.71 -3.79 9.69  0.487
H 4.45 -5.35 7.94  -0.030
H 5.93 -4.37 7.75  0.033
C -3.95 7.48 -8.32  -1.068
Cl -4.80 8.55 -9.44  0.471
Cl -4.11 8.03 -6.65  0.510
H -4.37 6.47 -8.41  -0.020
H -2.89 7.46 -8.59  -0.061
C 2.25 -4.88 -2.44  -1.018
Cl 2.22 -3.22 -1.83  0.472
Cl 3.23 -5.92 -1.41  0.503
H 1.23 -5.26 -2.47  -0.042
H 2.67 -4.88 -3.45  0.035
C -8.37 6.68 -10.27  -1.018
Cl -8.39 8.34 -9.65  0.489
Cl -7.38 5.63 -9.24  0.479
H -9.39 6.29 -10.29  0.028
H -7.95 6.68 -11.28  0.030
C 6.04 -7.09 11.61  -1.044
Cl 7.58 -7.85 12.04  0.507
Cl 5.86 -6.95 9.85  0.528
H 5.22 -7.69 12.00  -0.007
H 6.00 -6.09 12.04  0.020
C 5.85 -1.84 -1.05  -1.024
Cl 7.33 -2.52 -1.72  0.548
Cl 5.36 -0.38 -1.93  0.510
H 5.05 -2.58 -1.13  -0.009
H 6.01 -1.58 0.00  0.019
C -1.78 8.69 -12.16  -0.996
Cl -0.16 8.50 -12.85  0.496
Cl -1.95 7.77 -10.66  0.559
H -1.95 9.75 -11.94  0.033
H -2.52 8.34 -12.88  0.035
C 8.76 -2.01 -4.99  -1.048
Cl 9.94 -3.18 -5.57  0.493
Cl 9.49 -0.41 -4.81  0.494
H 7.94 -1.95 -5.70  0.031
H 8.38 -2.34 -4.02  -0.060
C -9.15 0.75 -7.61  -1.024
Cl -7.61 -0.01 -7.18  0.518
Cl -9.33 0.88 -9.36  0.504
H -9.97 0.14 -7.21  0.030
H -9.19 1.75 -7.17  -0.002
C -0.53 1.69 5.61  -0.986
Cl 1.02 1.51 6.42  0.503
Cl -1.20 0.13 5.14  0.601
H -1.23 2.19 6.29  -0.014
H -0.39 2.30 4.71  0.037
C -4.90 1.47 5.94  -1.024
Cl -4.01 2.85 6.60  0.495
Cl -6.38 1.18 6.86  0.507
H -5.16 1.68 4.90  0.033
H -4.26 0.58 6.00  0.009
C 2.52 11.56 -13.36  -1.035
Cl 0.93 12.01 -12.74  0.481
Cl 2.92 12.50 -14.81  0.498
H 3.27 11.76 -12.59  0.030
H 2.52 10.50 -13.62  0.020
C -2.00 -4.13 -0.05  -0.960
Cl -0.88 -4.90 -1.17  0.552
Cl -2.11 -2.39 -0.35  0.619
H -2.99 -4.57 -0.17  0.035
H -1.65 -4.29 0.97  0.035
C 5.11 -6.64 15.35  -1.021
Cl 3.75 -7.19 14.36  0.520
Cl 6.15 -7.99 15.81  0.503
H 5.70 -5.92 14.77  0.024
H 4.73 -6.16 16.25  0.029
C -3.33 6.72 4.86  -1.021
Cl -4.70 6.18 3.88  0.499
Cl -2.30 5.37 5.33  0.474
H -2.74 7.44 4.29  0.030
H -3.72 7.21 5.77  0.032
C 3.59 -10.09 5.33  -1.018
Cl 2.74 -9.02 4.21  0.488
Cl 3.43 -9.54 7.00  0.482
H 3.17 -11.10 5.24  0.028
H 4.65 -10.11 5.06  0.029

The LUMO energy is -0.2905 eV. The calculation puts the total energy at -655812.907 eV.

***

(2)
Density functional theory data (ωB97M-V/def2-TZVPD) for C10H15NO3S in the gas phase at a distorted geometry.

Last column: Löwdin charge in e.
Element x y z (Å)
C 2.35 1.18 -1.38  -0.104
C 2.52 0.96 0.06  -0.187
C 2.44 -0.53 0.32  -0.621
N 3.66 -1.20 0.66  0.136
O 1.65 -1.30 -0.61  -0.206
S 1.00 -1.29 0.99  0.836
O 0.93 -2.65 1.43  -0.281
O 1.02 -0.49 2.54  -0.261
C -0.63 -0.72 0.54  -0.269
C -1.25 0.49 0.86  -0.058
C -2.51 0.71 0.41  -0.072
C -3.24 -0.25 -0.29  -0.222
C -4.66 0.07 -0.74  -0.052
C -2.54 -1.51 -0.57  -0.019
C -1.25 -1.63 -0.25  -0.106
H 2.40 2.13 -1.73  0.048
H 1.51 0.59 -1.70  0.077
H 3.07 0.71 -2.04  0.095
H 3.54 1.30 0.44  0.146
H 1.75 1.51 0.65  0.123
H 3.34 -2.12 0.50  0.063
H 3.82 -0.92 1.61  0.097
H 0.42 -0.66 3.26  0.049
H -0.90 1.07 1.77  0.139
H -3.16 1.62 0.64  0.142
H -4.90 -0.68 -1.56  0.092
H -5.34 -0.20 0.06  0.076
H -4.88 1.08 -1.04  0.070
H -3.11 -2.27 -1.08  0.112
H -0.77 -2.63 -0.52  0.157

As for the energy relative to the best compared isomer or geometry (same formula, charge and spin): 88.29 kcal per mole. The LUMO energy is 0.5711 eV. As for the SMILES: CC[C@]1(N)OS1(=O)(O)c1ccc(C)cc1. The calculation puts the total energy at -29076.957 eV.

***

(3)
Density functional theory data (ωB97M-V/def2-TZVPD) for a molecular structure, C10H22N3 at a distorted geometry.

Last column: Löwdin charge in e.
Element x y z (Å)
C -1.88 2.31 -2.06  -0.139
C -1.30 2.09 -1.03  0.109
C -2.68 2.78 -3.19  -0.075
C 2.00 0.11 0.68  -0.016
C 1.67 2.06 -0.88  0.012
C -2.35 0.46 1.26  -0.018
C -0.24 0.65 2.70  0.038
C -0.09 -3.01 0.32  -0.148
C 2.00 -3.37 -0.70  -0.141
C -0.21 1.10 0.33  -0.074
N 1.10 1.11 0.10  -0.122
N -0.90 0.64 1.36  -0.146
N 1.34 -2.90 0.52  -0.189
H -3.66 2.42 -3.37  0.073
H -2.75 3.87 -3.11  0.096
H -2.07 2.62 -4.04  0.073
H 2.15 0.54 1.78  0.130
H 1.59 -0.80 0.92  0.010
H 2.99 0.07 0.06  0.152
H 2.20 1.69 -1.66  0.064
H 0.90 2.56 -1.44  0.066
H 2.17 2.75 -0.22  0.117
H -2.92 1.21 1.70  0.078
H -2.71 0.55 0.22  0.093
H -2.62 -0.37 1.89  0.099
H 0.15 1.69 2.70  0.130
H -1.08 0.42 3.38  0.115
H 0.44 -0.16 2.60  0.062
H -0.46 -3.80 -0.38  0.090
H -0.43 -3.08 1.34  0.078
H -0.58 -2.17 -0.15  0.054
H 1.50 -4.27 -1.15  0.080
H 2.13 -2.68 -1.52  0.063
H 3.00 -3.86 -0.36  0.116
H 1.61 -3.22 1.38  0.072

As for the energy relative to the best compared isomer or geometry (same formula, charge and spin): 178.07 kcal per mole. The LUMO energy is -3.3062 eV. The calculation puts the total energy at -15184.069 eV. As for the net charge: +1.

***

(4)
Density functional theory data (ωB97M-V/def2-TZVPD) for a molecular structure, C33H33ClMnN5O4S2.

Last column: Löwdin spin population.
Element x y z (Å)
Mn -0.96 -2.34 0.57  4.677
S 1.21 -1.55 1.65  0.049
C 2.10 -3.05 1.75  0.009
C 3.48 -2.99 1.95  0.003
C 4.27 -4.12 2.04  0.003
C 5.68 -3.98 2.25  0.000
N 6.81 -3.86 2.42  0.001
C 3.66 -5.38 1.94  0.001
C 2.29 -5.46 1.73  0.004
C 1.48 -4.32 1.63  0.010
S -0.23 -4.55 1.38  0.057
C 4.42 -6.60 2.03  0.000
N 5.02 -7.58 2.12  0.000
H 3.94 -2.02 2.03  0.001
H 1.82 -6.43 1.65  0.001
C -5.08 -6.82 -2.55  0.000
O -5.95 -5.87 -1.96  0.000
C -5.37 -4.82 -1.31  0.002
C -6.26 -4.03 -0.55  0.003
C -5.75 -2.97 0.14  0.001
C -4.38 -2.63 0.13  0.004
C -3.89 -1.56 0.97  0.009
C -4.77 -0.39 1.32  0.002
O -2.73 -1.52 1.42  0.046
C -3.49 -3.41 -0.69  0.008
O -2.26 -3.11 -0.87  0.057
C -4.04 -4.51 -1.40  0.003
H -5.70 -7.68 -2.79  0.000
H -4.29 -7.12 -1.85  0.000
H -4.63 -6.43 -3.46  0.000
H -7.30 -4.31 -0.50  0.000
H -6.43 -2.39 0.75  0.000
H -5.83 -0.63 1.42  0.000
H -4.68 0.33 0.50  0.000
H -4.41 0.08 2.23  0.000
H -3.35 -5.09 -2.00  0.000
C 0.89 3.55 -2.44  0.000
C 0.07 4.56 -1.63  0.000
C 0.78 5.93 -1.76  0.000
C -1.32 4.72 -2.24  0.000
C -0.02 4.17 -0.12  0.000
O -0.60 5.28 0.60  0.000
C 1.35 3.89 0.52  0.000
C 1.97 2.49 0.45  0.000
C 3.44 2.54 0.76  0.000
C 3.88 2.73 2.07  0.000
C 5.23 2.84 2.36  0.000
C 6.15 2.74 1.34  0.000
Cl 7.85 2.88 1.70  0.000
C 5.74 2.54 0.03  0.000
C 4.39 2.44 -0.25  0.000
C -1.08 3.10 0.24  0.000
N -1.02 1.79 -0.39  0.002
C -0.59 0.66 0.17  0.007
N -0.77 -0.36 -0.66  0.031
C -1.40 0.22 -1.71  0.004
N -1.57 1.52 -1.59  0.002
H 0.87 3.85 -3.49  0.000
H 0.50 2.54 -2.38  0.000
H 1.94 3.54 -2.12  0.000
H 0.91 6.14 -2.83  0.000
H 1.77 5.95 -1.31  0.000
H 0.17 6.74 -1.35  0.000
H -1.24 5.19 -3.22  0.000
H -1.94 5.37 -1.61  0.000
H -1.83 3.77 -2.36  0.000
H 0.05 5.98 0.64  0.000
H 1.26 4.16 1.58  0.000
H 2.07 4.60 0.10  0.000
H 1.83 2.03 -0.53  0.000
H 1.49 1.83 1.18  0.000
H 3.16 2.79 2.88  0.000
H 5.57 2.98 3.38  0.000
H 6.48 2.44 -0.76  0.000
H 4.07 2.26 -1.26  0.000
H -2.07 3.51 0.05  0.000
H -0.99 2.93 1.31  0.000
H -0.13 0.59 1.14  0.001
H -1.71 -0.33 -2.58  0.000

The LUMO energy (alpha / beta) is 1.8930 / 1.8925 eV. Its spin multiplicity is 6. The calculation puts the total energy at -115915.285 eV. As for the net charge: -1.

***

(5)
Density functional theory data (ωB97M-V/def2-TZVPD) for a molecular structure, C27H30AsCrN4O5.

Last column: Löwdin spin population.
Element x y z (Å)
Cr 0.58 -0.07 0.09  3.649
C 1.20 -1.32 4.19  0.012
C 1.21 -1.12 2.71  0.085
N 0.49 -0.25 2.09  -0.009
N -0.29 0.65 2.79  -0.003
C -0.68 1.57 1.91  0.015
O -0.39 1.56 0.68  0.024
C -1.52 2.69 2.42  -0.001
C -2.13 3.54 1.49  0.002
C -2.92 4.59 1.93  0.000
C -3.11 4.81 3.28  0.001
C -2.50 3.97 4.21  0.000
C -1.71 2.91 3.78  0.001
C 2.11 -1.90 1.83  0.017
C 2.79 -3.03 2.25  0.010
C 3.57 -3.73 1.33  0.010
C 3.67 -3.27 0.03  0.012
C 3.00 -2.11 -0.30  0.016
N 2.24 -1.44 0.57  0.035
H 0.63 -0.52 4.65  0.000
H 2.22 -1.32 4.59  0.003
H 0.74 -2.27 4.45  0.004
H -1.97 3.35 0.44  0.000
H -3.40 5.24 1.20  0.000
H -3.72 5.63 3.62  0.000
H -2.64 4.14 5.27  0.000
H -1.23 2.24 4.48  0.000
H 2.67 -3.38 3.26  0.001
H 4.06 -4.65 1.63  0.000
H 4.21 -3.82 -0.73  0.001
H 3.05 -1.71 -1.30  0.001
O 2.92 -5.24 -2.67  0.002
C 1.78 -5.15 -3.21  0.000
O 1.25 -5.81 -4.11  0.001
C 0.99 -4.01 -2.60  0.007
C 0.37 -4.17 -1.35  0.000
C -0.09 -3.07 -0.67  0.013
N 0.06 -1.82 -1.14  0.026
C 0.56 -1.67 -2.37  0.009
C 0.99 -2.73 -3.14  0.000
C 0.81 -0.22 -2.77  0.010
O 0.98 0.07 -3.94  0.012
O 0.86 0.60 -1.76  0.029
H 0.31 -5.15 -0.90  0.000
H -0.53 -3.16 0.32  0.002
H 1.41 -2.52 -4.12  0.000
C -4.70 2.79 -1.84  0.000
C -3.36 3.33 -2.33  0.001
As -1.91 2.00 -2.18  0.002
C -0.52 3.16 -2.96  0.000
C 0.12 4.05 -1.90  0.000
C -2.34 0.98 -3.81  0.000
C -2.97 -0.38 -3.48  0.000
H -5.50 3.53 -1.94  0.000
H -4.64 2.49 -0.79  0.000
H -5.00 1.91 -2.41  0.000
H -3.07 4.21 -1.75  0.000
H -3.42 3.65 -3.38  0.000
H -0.97 3.75 -3.76  0.000
H 0.22 2.50 -3.40  0.000
H -0.60 4.77 -1.48  0.000
H 0.95 4.63 -2.32  0.000
H 0.50 3.45 -1.08  0.000
H -1.41 0.84 -4.35  0.000
H -3.01 1.57 -4.44  0.000
H -2.30 -0.98 -2.86  0.000
H -3.17 -0.95 -4.39  0.000
H -3.90 -0.27 -2.93  0.000

As for the energy relative to the best compared isomer or geometry (same formula, charge and spin): 9.70 kcal per mole. The LUMO energy (alpha / beta) is 1.8280 / 1.5563 eV. Its spin multiplicity is 5. The calculation puts the total energy at -133948.605 eV. As for the net charge: -1.

***

(6)
Density functional theory data (ωB97M-V/def2-TZVPD) for a molecular structure, C4H16N8O4Tl at a distorted geometry.

Last column: Löwdin charge in e.
Element x y z (Å)
Tl 0.16 -0.18 -0.07  0.975
C -2.27 -3.81 4.48  -0.695
O -1.74 -2.84 3.91  0.127
N -3.15 -4.58 3.94  0.262
N -1.89 -4.25 5.62  0.271
H -3.71 -5.33 4.32  0.163
H -3.16 -4.29 2.97  0.148
H -2.46 -4.97 6.04  0.152
H -1.17 -3.82 6.19  0.162
C 1.76 4.28 -4.36  -0.730
O 1.44 3.33 -3.71  0.155
N 2.26 5.34 -3.80  0.254
N 1.61 4.63 -5.57  0.261
H 2.33 6.23 -4.26  0.149
H 2.00 5.29 -2.82  0.147
H 2.13 5.47 -5.81  0.145
H 1.10 4.23 -6.34  0.167
C -1.11 5.64 0.24  -0.744
O -1.40 4.52 -0.04  0.167
N -0.56 5.97 1.41  0.220
N -1.23 6.59 -0.62  0.237
H -0.44 6.91 1.76  0.138
H -0.51 5.15 2.00  0.131
H -0.81 7.46 -0.34  0.144
H -1.70 6.28 -1.46  0.149
C 1.40 -6.17 -0.28  -0.686
O 1.20 -5.03 0.13  0.124
N 1.47 -7.22 0.51  0.229
N 1.63 -6.52 -1.52  0.216
H 1.76 -8.11 0.12  0.138
H 1.84 -7.00 1.43  0.140
H 1.75 -7.42 -1.94  0.147
H 1.43 -5.74 -2.13  0.135

As for the energy relative to the best compared isomer or geometry (same formula, charge and spin): 88.93 kcal per mole. The LUMO energy is -15.3621 eV. The calculation puts the total energy at -29179.361 eV. As for the net charge: +3.

***

(7)
Density functional theory data (ωB97M-V/def2-TZVPD) for a molecular structure, C36H30BiFN5O6S2.

Last column: Löwdin charge in e.
Element x y z (Å)
Bi -0.16 0.03 0.65  1.706
C -3.90 3.81 0.03  -0.448
S -2.38 4.47 0.74  0.828
C -1.58 3.06 1.45  -1.078
S -2.29 1.46 1.33  0.517
N -0.50 3.37 2.07  -0.101
N 0.24 2.31 2.46  -0.083
C 0.95 2.45 3.50  -0.093
C 1.84 1.37 3.97  -0.259
C 2.68 1.60 5.05  -0.034
C 3.50 0.58 5.50  -0.077
C 3.45 -0.65 4.87  -0.070
C 2.59 -0.79 3.79  -0.138
N 1.80 0.19 3.35  0.088
H -4.43 4.67 -0.38  0.026
H -4.50 3.34 0.80  0.019
H -3.68 3.09 -0.75  0.016
H 0.90 3.37 4.09  0.118
H 2.70 2.58 5.52  0.108
H 4.16 0.74 6.34  0.103
H 4.07 -1.48 5.19  0.099
H 2.52 -1.73 3.25  0.110
O -1.89 -1.73 1.44  -0.146
C -1.94 -2.96 1.41  -0.208
C -1.10 -3.89 0.70  -0.125
C -1.49 -5.23 0.77  0.029
C -0.82 -6.21 0.10  -0.170
C 0.29 -5.88 -0.72  -0.002
C 0.70 -4.59 -0.82  0.006
C 0.06 -3.51 -0.09  -0.373
O 0.53 -2.35 -0.15  -0.150
N -1.25 -7.59 0.22  -0.370
O -2.22 -7.85 0.93  0.035
O -0.62 -8.45 -0.38  0.039
H -2.74 -3.45 1.99  0.128
H -2.35 -5.51 1.37  0.122
H 0.78 -6.68 -1.26  0.113
H 1.55 -4.31 -1.43  0.102
C 1.16 -3.73 -6.53  -0.052
C 1.76 -2.35 -6.34  -0.234
C 2.38 -1.72 -7.41  -0.071
C 2.92 -0.45 -7.25  -0.098
C 2.91 0.16 -6.01  -0.026
C 2.32 -0.48 -4.92  -0.200
N 2.36 0.16 -3.66  0.107
C 2.80 -0.40 -2.47  -0.188
C 3.51 -1.61 -2.43  -0.023
C 3.96 -2.12 -1.22  -0.091
C 3.74 -1.45 -0.03  -0.103
C 3.04 -0.25 -0.07  -0.087
C 2.56 0.28 -1.26  -0.101
C 1.81 1.59 -1.26  -0.601
O 2.02 2.41 -2.16  0.037
O 0.96 1.77 -0.30  -0.259
C 1.67 -1.72 -5.10  -0.163
C 0.83 -2.32 -4.01  -0.025
H 1.51 -4.17 -7.46  0.070
H 0.06 -3.68 -6.56  0.084
H 1.43 -4.39 -5.70  0.078
H 2.43 -2.21 -8.37  0.100
H 3.37 0.06 -8.10  0.095
H 3.37 1.13 -5.86  0.113
H 2.25 1.16 -3.62  0.115
H 3.71 -2.13 -3.36  0.114
H 4.51 -3.06 -1.22  0.100
H 4.09 -1.85 0.91  0.091
H 2.88 0.31 0.85  0.091
H 1.30 -3.20 -3.55  0.076
H -0.13 -2.65 -4.42  0.082
H 0.62 -1.61 -3.21  0.070
F -3.01 -0.17 -5.09  0.035
C -2.43 -0.12 -3.86  -0.295
C -1.85 1.06 -3.45  -0.010
C -1.24 1.10 -2.20  -0.121
C -1.20 -0.03 -1.38  -0.349
C -1.82 -1.20 -1.83  -0.124
C -2.44 -1.25 -3.08  -0.030
H -1.88 1.93 -4.09  0.116
H -0.77 2.02 -1.87  0.095
H -1.83 -2.09 -1.22  0.080
H -2.92 -2.15 -3.44  0.116

The LUMO energy is 1.9211 eV. The calculation puts the total energy at -87782.993 eV. As for the net charge: -1.